(1)
{"formula": "C18H23N3O3TeTi", "method": "the ωB97M-V functional and the def2-TZVPD basis", "symbols": ["Ti", "C", "C", "O", "N", "C", "C", "C", "C", "C", "C", "N", "H", "H", "H", "H", "H", "H", "H", "H", "H", "H", "N", "C", "C", "O", "O", "H", "H", "H", "H", "H", "C", "Te", "C", "C", "C", "C", "C", "C", "C", "H", "H", "H", "H", "H", "H", "H", "H"], "coordinates": [[0.075, 0.652, -0.873], [3.656, 2.482, -2.451], [2.555, 2.441, -1.462], [1.626, 1.562, -1.580], [2.465, 3.281, -0.460], [1.349, 3.246, 0.497], [0.032, 3.652, -0.124], [-0.370, 4.971, -0.087], [-1.562, 5.343, -0.698], [-2.318, 4.372, -1.332], [-1.861, 3.069, -1.321], [-0.715, 2.698, -0.728], [4.113, 1.494, -2.513], [4.408, 3.227, -2.201], [3.224, 2.710, -3.428], [3.197, 3.969, -0.337], [1.602, 3.925, 1.308], [1.314, 2.248, 0.954], [0.241, 5.707, 0.420], [-1.891, 6.374, -0.676], [-3.246, 4.611, -1.831], [-2.426, 2.285, -1.811], [-3.951, -1.790, -0.585], [-2.936, -1.425, 0.459], [-1.849, -0.540, -0.104], [-1.742, -0.326, -1.344], [-1.008, -0.051, 0.705], [-4.537, -2.567, -0.261], [-3.509, -2.076, -1.466], [-4.579, -1.011, -0.805], [-2.473, -2.343, 0.829], [-3.439, -0.936, 1.292], [0.541, -3.395, -0.851], [1.774, -1.678, -1.015], [2.037, -1.777, 1.101], [1.271, -3.009, 1.537], [1.308, -3.402, 2.875], [0.638, -4.540, 3.286], [-0.072, -5.304, 2.363], [-0.108, -4.923, 1.034], [0.559, -3.771, 0.615], [0.967, -4.162, -1.496], [-0.456, -3.162, -1.227], [1.639, -0.877, 1.573], [3.102, -1.836, 1.312], [1.876, -2.824, 3.593], [0.681, -4.846, 4.322], [-0.576, -6.207, 2.681], [-0.629, -5.538, 0.310]], "multiplicity": 2, "e_tot_ha": -2206.352248, "charge": 3, "mol_weight_g_mol": 504.9, "lumo_ev": [-10.105, -9.757], "e_above_lowest_ev": 0.000}



(2)
{"formula": "C3H7N3OS", "method": "the ωB97M-V functional and the def2-TZVPD basis", "symbols": ["C", "N", "N", "C", "N", "C", "O", "S", "H", "H", "H", "H", "H", "H", "H"], "coordinates": [[-1.914, 0.186, 0.674], [-0.716, 1.196, 0.587], [0.527, 0.550, 0.655], [0.730, -0.135, -0.447], [-0.021, -0.143, -1.551], [2.127, -0.754, -0.550], [2.378, -1.295, -1.603], [2.893, -0.733, 1.066], [-1.658, -0.822, 1.389], [-2.753, 0.799, 1.129], [-2.263, -0.241, -0.379], [-0.830, 1.755, 1.435], [0.252, -0.755, -2.408], [-0.560, 0.636, -1.691], [1.808, -0.244, 1.693]], "e_tot_ha": -756.126226, "charge": 0, "mol_weight_g_mol": 133.2, "lumo_ev": 0.250, "smiles": "CN/N=C(\\N)C(=O)S", "e_above_lowest_ev": 2.941}



(3)
{"formula": "C19H20N4O2", "method": "the ωB97M-V functional and the def2-TZVPD basis", "symbols": ["C", "C", "C", "C", "C", "C", "C", "C", "O", "C", "C", "N", "C", "C", "O", "N", "C", "C", "C", "N", "C", "C", "N", "C", "C", "H", "H", "H", "H", "H", "H", "H", "H", "H", "H", "H", "H", "H", "H", "H", "H", "H", "H", "H", "H"], "coordinates": [[1.797, 5.167, 1.082], [0.834, 4.448, 1.976], [0.813, 4.702, 3.340], [-0.065, 4.040, 4.181], [-0.940, 3.100, 3.664], [-0.922, 2.821, 2.310], [-0.042, 3.486, 1.461], [-0.095, 3.185, 0.001], [-0.200, 4.052, -0.847], [-0.032, 1.765, -0.344], [-0.316, 1.234, -1.592], [-0.096, -0.092, -1.565], [0.300, -0.459, -0.300], [0.661, -1.825, 0.106], [0.454, -2.263, 1.221], [1.278, -2.567, -0.860], [1.819, -3.876, -0.573], [1.398, -4.941, -1.588], [-0.094, -5.287, -1.523], [-0.914, -4.131, -1.765], [-1.797, -3.557, -0.898], [-2.226, -2.409, -1.494], [-1.617, -2.263, -2.703], [-0.848, -3.312, -2.837], [0.352, 0.675, 0.476], [2.488, 4.460, 0.622], [2.370, 5.901, 1.643], [1.261, 5.669, 0.280], [1.493, 5.435, 3.750], [-0.067, 4.259, 5.239], [-1.630, 2.582, 4.313], [-1.607, 2.095, 1.898], [-0.668, 1.738, -2.469], [-0.421, -0.739, -2.279], [1.551, -2.125, -1.724], [1.461, -4.134, 0.428], [2.915, -3.827, -0.548], [1.652, -4.601, -2.595], [1.967, -5.850, -1.389], [-0.320, -6.061, -2.266], [-0.341, -5.672, -0.531], [-2.031, -3.992, 0.051], [-2.921, -1.677, -1.135], [-0.240, -3.511, -3.698], [0.661, 0.716, 1.500]], "e_tot_ha": -1105.563501, "charge": 0, "mol_weight_g_mol": 336.4, "lumo_ev": 0.550, "smiles": "Cc1ccccc1C(=O)c1c[nH]c(C(=O)NCCCn2ccnc2)c1", "e_above_lowest_ev": 0.176}



(4)
{"formula": "H22HeO11", "method": "the ωB97M-V functional and the def2-TZVPD basis", "symbols": ["He", "O", "H", "H", "O", "H", "H", "O", "H", "H", "O", "H", "H", "O", "H", "H", "O", "H", "H", "O", "H", "H", "O", "H", "H", "O", "H", "H", "O", "H", "H", "O", "H", "H"], "coordinates": [[-0.506, -0.497, 0.395], [2.565, -1.944, 1.761], [2.667, -0.992, 1.770], [3.332, -2.263, 1.288], [-0.215, 2.939, -0.505], [-0.551, 2.170, -0.045], [0.727, 2.926, -0.338], [-2.999, 0.430, -1.743], [-2.948, -0.450, -2.117], [-3.727, 0.845, -2.205], [-1.470, 1.164, 2.295], [-1.977, 1.972, 2.217], [-1.693, 0.824, 3.161], [-1.388, -3.650, -1.912], [-1.299, -4.570, -2.162], [-1.625, -3.676, -0.985], [1.112, 1.659, 3.319], [1.626, 1.612, 2.514], [0.206, 1.538, 3.033], [1.212, -2.886, -1.149], [1.567, -1.997, -1.145], [0.441, -2.834, -1.715], [-3.588, -0.052, 1.022], [-3.329, 0.022, 0.104], [-2.895, 0.398, 1.505], [2.347, -0.489, -1.443], [2.559, -0.026, -0.633], [2.984, -0.162, -2.079], [-0.719, 1.194, -3.204], [-1.589, 1.152, -2.808], [-0.162, 1.567, -2.521], [2.910, 1.031, 1.373], [3.611, 1.166, 2.010], [2.813, 1.880, 0.941]], "e_tot_ha": -843.704837, "charge": 0, "mol_weight_g_mol": 202.2, "lumo_ev": -0.429, "e_above_lowest_ev": 1.711}



(5)
{"formula": "C16H39AgF3N3O5", "method": "the ωB97M-V functional and the def2-TZVPD basis", "symbols": ["Ag", "C", "O", "O", "C", "F", "F", "F", "C", "C", "H", "H", "H", "H", "H", "H", "C", "C", "C", "O", "C", "N", "H", "H", "H", "H", "H", "H", "H", "H", "H", "H", "H", "C", "C", "C", "O", "C", "N", "H", "H", "H", "H", "H", "H", "H", "H", "H", "H", "H", "C", "C", "C", "O", "C", "N", "H", "H", "H", "H", "H", "H", "H", "H", "H", "H", "H"], "coordinates": [[-14.730, 21.198, -14.777], [-17.271, 23.024, -16.240], [-18.520, 22.647, -16.675], [-16.444, 21.922, -16.496], [-16.838, 24.483, -16.630], [-16.383, 24.572, -17.891], [-17.862, 25.333, -16.550], [-15.933, 24.951, -15.803], [-19.669, 22.650, -15.850], [-20.800, 22.071, -16.775], [-20.870, 22.581, -17.736], [-20.603, 21.045, -17.086], [-21.757, 22.178, -16.264], [-19.860, 23.667, -15.508], [-19.545, 21.958, -15.017], [-17.361, 23.161, -15.162], [-15.031, 25.173, -12.615], [-14.453, 23.884, -13.162], [-12.983, 23.642, -12.792], [-12.808, 23.892, -11.409], [-11.448, 23.869, -10.902], [-15.352, 22.856, -12.729], [-15.115, 25.071, -11.533], [-16.017, 25.464, -12.978], [-14.356, 26.008, -12.801], [-14.563, 23.826, -14.245], [-12.383, 24.342, -13.373], [-12.562, 22.674, -13.063], [-10.862, 22.989, -11.168], [-11.340, 24.121, -9.847], [-10.945, 24.728, -11.347], [-16.289, 23.183, -12.916], [-15.283, 22.848, -11.722], [-11.035, 18.384, -14.475], [-12.314, 19.206, -14.308], [-12.408, 19.749, -12.856], [-13.674, 20.230, -12.550], [-13.903, 20.244, -11.128], [-12.411, 20.118, -15.424], [-10.156, 18.929, -14.132], [-10.928, 18.144, -15.533], [-11.147, 17.483, -13.872], [-13.117, 18.470, -14.356], [-11.655, 20.524, -12.719], [-12.082, 18.978, -12.158], [-13.085, 20.596, -10.499], [-14.089, 19.234, -10.762], [-14.864, 20.703, -10.898], [-11.591, 20.701, -15.509], [-12.358, 19.619, -16.301], [-17.484, 20.059, -12.877], [-17.101, 18.908, -13.781], [-18.429, 18.169, -14.235], [-18.034, 17.224, -15.185], [-18.940, 16.147, -15.382], [-16.293, 19.352, -14.916], [-18.201, 19.834, -12.086], [-17.971, 20.860, -13.433], [-16.567, 20.486, -12.472], [-16.481, 18.169, -13.273], [-19.107, 18.857, -14.739], [-18.896, 17.631, -13.409], [-19.289, 15.824, -14.401], [-18.327, 15.378, -15.851], [-19.681, 16.541, -16.078], [-16.700, 20.179, -15.330], [-16.321, 18.617, -15.608]], "multiplicity": 2, "e_tot_ha": -1619.685532, "charge": 1, "mol_weight_g_mol": 518.4, "lumo_ev": [-2.389, -6.037], "e_above_lowest_ev": 0.000}



(6)
{"formula": "C5H8O2", "method": "the ωB97M-V functional and the def2-TZVPD basis", "symbols": ["C", "C", "O", "C", "C", "C", "O", "H", "H", "H", "H", "H", "H", "H", "H"], "coordinates": [[-1.922, 0.040, 0.054], [-1.055, 0.965, 0.439], [-0.181, 0.777, 1.494], [1.125, 0.539, 1.043], [1.417, -0.931, 0.622], [1.309, 0.139, -0.375], [1.365, 0.477, -1.523], [-1.967, -0.941, 0.520], [-2.581, 0.242, -0.783], [-0.939, 1.918, -0.077], [1.887, 1.109, 1.574], [2.402, -1.357, 0.791], [0.587, -1.620, 0.778], [-1.060, -0.783, -2.161], [-0.388, -0.574, -2.397]], "e_tot_ha": -345.640416, "charge": 0, "mol_weight_g_mol": 100.1, "lumo_ev": 0.531, "smiles": "C=CO[C@H]1CC1=O.[H][H]", "e_above_lowest_ev": 4.477}



(7)
{"formula": "C5H11N", "method": "the ωB97M-V functional and the def2-TZVPD basis", "symbols": ["C", "N", "C", "C", "C", "C", "H", "H", "H", "H", "H", "H", "H", "H", "H", "H", "H"], "coordinates": [[0.085, 0.610, -1.644], [-0.761, -0.446, -1.020], [-1.486, -0.693, 0.224], [-0.120, -0.249, 0.326], [1.037, -1.176, 0.494], [0.015, 1.128, 0.974], [-0.341, 1.609, -1.668], [1.107, 0.733, -1.194], [0.286, 0.190, -2.616], [-1.593, -1.759, 0.438], [-2.279, -0.067, 0.631], [1.103, -1.469, 1.538], [1.984, -0.701, 0.195], [0.879, -2.045, -0.151], [-0.072, 0.938, 2.049], [0.974, 1.629, 0.795], [-0.790, 1.822, 0.699]], "e_tot_ha": -251.739255, "charge": 0, "mol_weight_g_mol": 85.1, "lumo_ev": 0.954, "smiles": "CN1CC1(C)C", "e_above_lowest_ev": 3.355}



(8)
{"formula": "C15H38B3Cl2O12P3", "method": "the ωB97M-V functional and the def2-TZVPD basis", "symbols": ["C", "C", "Cl", "C", "Cl", "B", "O", "B", "O", "B", "P", "O", "O", "H", "H", "H", "H", "H", "H", "H", "H", "O", "P", "O", "C", "C", "O", "C", "C", "O", "C", "C", "H", "H", "H", "H", "H", "H", "H", "H", "H", "H", "H", "H", "H", "H", "H", "O", "P", "O", "C", "C", "O", "C", "C", "O", "C", "C", "H", "H", "H", "H", "H", "H", "H", "H", "H", "H", "H", "H", "H", "H", "H"], "coordinates": [[-1.334, 0.614, 2.423], [-1.197, 0.018, 1.028], [-1.048, -1.764, 1.261], [-2.391, 0.363, 0.069], [-3.618, -0.940, -0.043], [-3.173, 1.691, 0.479], [-2.580, 2.836, 0.989], [-3.545, 3.676, 1.544], [-4.660, 3.141, 2.177], [-5.091, 1.994, 1.564], [-6.310, 0.694, 2.352], [-7.324, 1.256, 3.278], [-4.552, 1.758, 0.305], [-1.017, 1.655, 2.434], [-2.337, 0.483, 2.833], [-0.651, 0.085, 3.087], [-0.270, 0.296, 0.531], [-2.019, 0.499, -0.950], [-3.433, 4.852, 1.463], [-6.841, 0.022, 1.231], [-5.473, -0.282, 2.941], [0.664, 6.772, -0.891], [0.951, 5.919, -2.047], [2.426, 6.066, -2.610], [3.548, 5.779, -1.759], [3.765, 4.292, -1.560], [0.164, 6.500, -3.322], [-0.782, 7.564, -3.197], [-0.152, 8.894, -3.550], [0.650, 4.382, -2.291], [-0.372, 3.727, -1.511], [-1.756, 4.254, -1.820], [3.417, 6.287, -0.801], [4.413, 6.222, -2.251], [2.955, 3.847, -0.980], [4.699, 4.117, -1.026], [3.800, 3.778, -2.521], [-1.206, 7.589, -2.192], [-1.594, 7.335, -3.889], [0.744, 9.065, -2.953], [-0.853, 9.711, -3.374], [0.145, 8.907, -4.599], [-0.147, 3.839, -0.448], [-0.300, 2.667, -1.753], [-1.872, 5.287, -1.484], [-2.509, 3.657, -1.313], [-1.954, 4.241, -2.892], [1.814, -5.339, 1.923], [2.141, -6.499, 1.088], [3.582, -6.432, 0.428], [4.747, -6.345, 1.265], [5.099, -7.668, 1.916], [1.273, -6.419, -0.263], [0.243, -5.444, -0.432], [0.744, -4.254, -1.220], [1.969, -8.048, 1.365], [1.029, -8.494, 2.370], [-0.404, -8.202, 1.981], [4.598, -5.567, 2.017], [5.556, -6.021, 0.612], [4.347, -7.962, 2.650], [6.059, -7.591, 2.427], [5.154, -8.460, 1.169], [-0.154, -5.129, 0.533], [-0.566, -5.940, -0.972], [1.638, -3.832, -0.759], [-0.022, -3.479, -1.271], [1.011, -4.551, -2.236], [1.274, -8.031, 3.328], [1.190, -9.566, 2.471], [-0.600, -7.128, 1.976], [-1.088, -8.666, 2.691], [-0.615, -8.580, 0.981]], "e_tot_ha": -3516.676411, "charge": 0, "mol_weight_g_mol": 606.7, "lumo_ev": -0.378}